{
  "formula": "C6H8O6",
  "method": "ωB97M-V/def2-TZVPD",
  "symbols": ["C", "O", "C", "O", "C", "C", "O", "O", "C", "O", "C", "O", "H", "H", "H", "H", "H", "H", "H", "H"],
  "positions_angstrom": [[-0.1703, 1.6183, -1.3703], [0.3330, 0.3512, -1.0026], [-0.2026, -0.3053, 0.0955], [0.1993, 0.3390, 1.3108], [1.5868, 0.5378, 1.4912], [0.6440, -1.7142, 0.0047], [0.1293, -2.7848, 0.1980], [1.8835, -1.5513, -0.4922], [-1.7503, -0.3655, 0.1173], [-2.4430, -1.5848, -0.1145], [-2.5180, 0.6967, 0.1108], [-3.2021, 1.6424, 0.3072], [-1.1304, 1.5532, -2.0644], [0.5613, 2.1483, -2.0836], [-0.2971, 2.2834, -0.4088], [2.0199, 1.0382, 0.4945], [2.0438, -0.4464, 1.7475], [1.6638, 1.1750, 2.2801], [2.4002, -2.3120, -0.8005], [-1.7512, -2.3191, 0.1795]],
  "atomic_forces_ev_per_a": [[-0.9, 1.9, -0.7], [0.1, 0.4, -1.0], [1.5, 0.3, 0.8], [-1.3, -0.2, -0.5], [0.5, -1.3, -4.0], [-1.2, -0.1, -1.4], [0.1, 0.1, 0.4], [-0.3, 1.1, 0.4], [0.5, -2.0, -0.6], [2.7, -1.5, 0.9], [-0.8, 2.1, 1.3], [1.0, -1.6, -0.7], [1.5, 0.0, 1.9], [-0.6, -1.1, 1.4], [-0.1, -1.1, -2.0], [-0.5, -1.3, 2.3], [0.2, 0.8, -0.4], [0.4, 1.9, 2.2], [-0.8, -0.4, 0.5], [-2.0, 1.9, -0.8]],
  "nbo_charge": [-0.299, -0.542, 0.447, -0.542, -0.251, 0.796, -0.593, -0.687, -0.059, -0.687, 0.665, -0.438, 0.198, 0.212, 0.197, 0.188, 0.173, 0.192, 0.518, 0.512],
  "lumo_energy_ha": 0.011,
  "de_lowest_kcal_mol": 88.7,
  "smiles": "COC(OC)(C(=O)O)C(O)=C=O",
  "spin_multiplicity": 1,
  "orbital_gap_ha": 0.3207
}